#a
Entry from the OMol25 dataset: a gas-phase ion, C5H10NO2 (charge -1) (the ωB97M-V functional and the def2-TZVPD basis).

Geometry as ORCA input:
```
! RIJCOSX wB97M-V def2-TZVPD def2/J DEFGRID3
* xyz -1 1
O 0.875 2.920 1.006
O -1.140 1.933 1.337
N 0.338 1.062 -0.133
C 0.620 -2.426 -1.054
C 0.459 -1.446 0.091
C 0.014 2.031 0.858
C -0.701 -2.988 -1.556
C -0.393 -0.176 -0.259
H -0.012 -1.875 0.984
H -0.774 -3.083 -2.650
H 1.236 -3.244 -0.727
H 1.410 -1.030 0.409
H -0.720 -0.291 -1.290
H 1.235 1.088 -0.586
H -0.907 -4.003 -1.178
H -1.265 -0.144 0.381
H 1.177 -1.927 -1.852
H -1.539 -2.350 -1.251
*
```

Values from the calculation:
Kohn-Sham gap = 7.299 eV
Structure (SMILES) = CCCCNC(=O)[O-]

Mulliken atomic charge list, values in e, 5 entries: O -0.7863; O -0.7614; N -0.2622; C -0.4162; C -0.7191

#b
Entry from the OMol25 dataset: a gas-phase ion, C5H10NO2 (charge -1) (the ωB97M-V functional and the def2-TZVPD basis).

Geometry as ORCA input:
```
! RIJCOSX wB97M-V def2-TZVPD def2/J DEFGRID3
* xyz -1 1
O 0.314 -2.379 2.037
O -1.668 2.392 -2.637
N -0.366 0.578 -2.110
C -0.786 1.849 -1.988
C 0.962 -1.211 1.989
C -0.014 -0.074 1.500
C 0.349 -0.055 -1.007
C -0.541 -0.521 0.133
H -1.577 -0.183 0.021
H -0.961 0.052 -2.737
H 1.392 -0.847 2.958
H 0.483 0.908 1.406
H 1.168 0.603 -0.683
H -0.617 -1.607 0.231
H -0.227 2.473 -1.275
H 1.042 -0.825 -1.372
H -0.792 0.080 2.252
H 1.840 -1.234 1.282
*
```

Values from the calculation:
Kohn-Sham gap = 6.197 eV
Structure (SMILES) = O=CNCCCC[O-]

Mulliken atomic charge list, values in e, 5 entries: O -0.8707; O -0.6075; N -0.1697; C 0.0426; C -0.4210

#c
Entry from the OMol25 dataset: a gas-phase ion, C5H10NO2 (charge -1) (the ωB97M-V functional and the def2-TZVPD basis).

Geometry as ORCA input:
```
! RIJCOSX wB97M-V def2-TZVPD def2/J DEFGRID3
* xyz -1 1
O -0.738 1.486 -2.736
O -0.859 2.562 -0.751
N 1.395 -0.015 -1.813
C -0.466 1.663 -1.526
C 0.454 0.581 -0.871
C -0.486 -0.453 -0.218
C -0.661 -0.247 1.285
C 0.355 -0.982 2.159
H -0.054 -1.450 -0.372
H -1.457 -0.454 -0.713
H 1.239 0.479 -2.694
H -0.129 -1.405 3.054
H 1.077 -0.354 2.699
H 1.027 -0.931 -2.073
H 0.975 1.084 -0.049
H 0.812 -1.783 1.590
H -1.661 -0.596 1.561
H -0.822 0.815 1.468
*
```

Values from the calculation:
Kohn-Sham gap = 7.769 eV
Structure (SMILES) = CCC[C@@H](N)C(=O)[O-]

Mulliken atomic charge list, values in e, 5 entries: O -0.7548; O -0.7474; N -0.8856; C 0.3471; C 0.4747

#d
Entry from the OMol25 dataset: a gas-phase ion, C5H10NO2 (charge -1) (the ωB97M-V functional and the def2-TZVPD basis).

Geometry as ORCA input:
```
! RIJCOSX wB97M-V def2-TZVPD def2/J DEFGRID3
* xyz -1 1
O 2.476 -1.170 0.246
O -0.618 -1.324 -2.202
N 0.682 -0.155 1.450
C -1.518 -0.433 0.010
C -0.554 0.407 1.023
C 2.284 1.196 0.292
C -1.387 -0.365 -1.583
C 1.883 -0.071 0.491
H -1.732 -1.458 0.278
H 1.855 2.019 0.811
H -2.471 -0.454 -1.908
H 3.286 1.339 -0.015
H 0.305 -1.429 -1.875
H -1.194 0.690 1.794
H -2.522 -0.084 0.212
H -0.394 1.510 0.652
H 0.669 -0.834 2.137
H -1.052 0.616 -1.813
*
```

Values from the calculation:
Kohn-Sham gap = 6.278 eV
Structure (SMILES) = C=C([O-])NCCCO

Mulliken atomic charge list, values in e, 5 entries: O -0.7902; O -0.5544; N -0.1896; C -0.7633; C -0.7787

Name the least stable of them. #d.

#a
Entry from the OMol25 dataset: a gas-phase ion, C4H7N2 (charge +1) (the ωB97M-V functional and the def2-TZVPD basis).

Geometry as ORCA input:
```
! RIJCOSX wB97M-V def2-TZVPD def2/J DEFGRID3
* xyz 1 3
N 0.175 -0.040 -0.008
N -0.650 1.144 -0.033
C 1.531 -0.246 -0.490
C -0.099 0.673 1.187
C -0.999 -0.896 -0.364
C -1.777 0.170 -0.544
H 1.565 -0.747 -1.450
H -1.012 -1.839 -0.811
H -0.827 0.129 1.780
H 2.017 0.740 -0.556
H 0.744 1.203 1.614
H 2.157 -0.838 0.243
H -2.826 0.547 -0.566
*
```

Values from the calculation:
<S²> = 2.007
Kohn-Sham gap (alpha / beta) = 8.956 / 8.338 eV

Mulliken atomic charge list, values in e, 5 entries: N 0.3211; N -0.3922; C -0.7893; C -0.0441; C -0.2696

#b
Entry from the OMol25 dataset: a gas-phase ion, C4H7N2 (charge +1) (the ωB97M-V functional and the def2-TZVPD basis).

Geometry as ORCA input:
```
! RIJCOSX wB97M-V def2-TZVPD def2/J DEFGRID3
* xyz 1 3
N 2.110 0.114 -0.056
N -0.299 -0.478 0.167
C -1.486 0.359 -0.439
C -0.195 0.873 0.165
C 1.412 -1.013 -0.190
C 1.447 1.166 -0.160
H 1.873 2.157 -0.106
H 1.554 -1.701 0.672
H -2.330 0.534 0.277
H -0.457 -1.230 0.880
H -1.769 0.104 -1.474
H -0.281 1.524 1.071
H 1.309 -1.541 -1.169
*
```

Values from the calculation:
<S²> = 2.008
Kohn-Sham gap (alpha / beta) = 7.684 / 7.095 eV

Mulliken atomic charge list, values in e, 5 entries: N -0.1171; N -0.2003; C -0.2737; C 0.0134; C -0.2205

Name the least stable of them. #b.

#a
Entry from the OMol25 dataset: a molecular structure, C5H6OS (the ωB97M-V functional and the def2-TZVPD basis).

Geometry as ORCA input:
```
! RIJCOSX wB97M-V def2-TZVPD def2/J DEFGRID3
* xyz 0 1
S -2.684 0.422 0.369
O 1.856 1.176 -0.005
C 0.609 1.197 -0.498
C -1.401 -0.334 -0.654
C 2.040 -0.030 0.553
C 0.921 -0.793 0.432
C -0.024 0.008 -0.267
H -1.574 -1.738 -0.600
H -1.636 -0.076 -1.682
H 0.274 2.097 -0.972
H -2.154 0.095 1.546
H 0.777 -1.794 0.779
H 2.994 -0.230 0.999
*
```

Values from the calculation:
Kohn-Sham gap = 9.531 eV

Mulliken atomic charge list, values in e, 5 entries: S -0.1998; O -0.3343; C -0.5501; C -0.6459; C -0.3513

#b
Entry from the OMol25 dataset: 2 unconnected molecules or ions with the total composition C5H6OS (the ωB97M-V functional and the def2-TZVPD basis).

Geometry as ORCA input:
```
! RIJCOSX wB97M-V def2-TZVPD def2/J DEFGRID3
* xyz 0 1
S 3.425 0.914 -0.060
O 2.174 -1.410 -0.228
C -2.175 1.797 0.042
C 0.221 0.693 -0.047
C 0.923 -2.132 -0.021
C 2.291 -0.137 -0.066
C -0.913 1.050 -0.110
H -2.901 1.139 0.499
H 0.082 -1.730 -0.773
H -2.066 2.531 0.779
H 0.406 -1.973 0.905
H 1.027 -3.123 0.011
H -2.492 2.383 -0.930
*
```

Values from the calculation:
Kohn-Sham gap = 9.236 eV

Mulliken atomic charge list, values in e, 5 entries: S -0.2144; O -0.2884; C -1.1139; C -0.0388; C -0.7545

Name the least stable of them. #b.

#a
Entry from the OMol25 dataset: a molecular structure, CHN2O4 (the ωB97M-V functional and the def2-TZVPD basis).

Geometry as ORCA input:
```
! RIJCOSX wB97M-V def2-TZVPD def2/J DEFGRID3
* xyz -1 1
O -3.204 -0.370 -1.103
O -1.750 1.395 -0.327
O 0.215 1.958 0.536
O -2.811 -0.187 1.064
N -0.088 -0.044 -0.005
N -0.578 1.121 0.076
C -2.773 -0.075 -0.070
H 0.852 -0.075 0.257
*
```

Values from the calculation:
Kohn-Sham gap = 9.269 eV

Mulliken atomic charge list, values in e, 5 entries: O -0.5170; O -0.5693; O -0.7603; O -0.4586; N -0.8153

#b
Entry from the OMol25 dataset: a molecular structure, CHN2O4 (the ωB97M-V functional and the def2-TZVPD basis).

Geometry as ORCA input:
```
! RIJCOSX wB97M-V def2-TZVPD def2/J DEFGRID3
* xyz -1 1
O 1.777 -0.651 -1.011
O -1.666 -0.636 0.551
O 1.135 -1.555 0.938
O -1.798 1.185 -0.382
N -1.110 0.368 0.187
N 0.149 0.592 0.350
C 1.218 -0.787 0.032
H 0.294 1.483 -0.664
*
```

Values from the calculation:
Kohn-Sham gap = 9.466 eV

Mulliken atomic charge list, values in e, 5 entries: O -0.5918; O -0.6494; O -0.5484; O -0.7138; N 1.0537

Name the least stable of them. #b.